No. 1
{
  "formula": "C27H73N8O20S",
  "method": "wB97M-V/def2-TZVPD",
  "species": ["C", "N", "C", "C", "C", "C", "O", "H", "H", "H", "H", "H", "H", "H", "H", "H", "H", "H", "H", "H", "H", "S", "O", "O", "O", "O", "C", "C", "O", "O", "H", "H", "H", "H", "H", "H", "C", "C", "O", "O", "H", "H", "H", "H", "H", "H", "C", "C", "O", "O", "H", "H", "H", "H", "H", "H", "C", "C", "O", "O", "H", "H", "H", "H", "H", "H", "O", "C", "N", "C", "H", "H", "H", "H", "H", "O", "C", "N", "C", "H", "H", "H", "H", "H", "O", "C", "N", "C", "H", "H", "H", "H", "H", "O", "C", "N", "C", "H", "H", "H", "H", "H", "O", "C", "N", "C", "H", "H", "H", "H", "H", "O", "C", "N", "C", "H", "H", "H", "H", "H", "O", "C", "N", "C", "H", "H", "H", "H", "H"],
  "positions_angstrom": [[0.02, -1.69, 0.05], [0.41, -0.41, 0.66], [0.62, -0.66, 2.14], [1.75, -0.04, 0.12], [-0.65, 0.57, 0.40], [-0.44, 2.05, 0.66], [0.54, 2.60, -0.21], [-0.87, -2.07, 0.56], [0.78, -2.46, 0.22], [-0.16, -1.56, -1.01], [1.32, -1.45, 2.38], [-0.38, -0.99, 2.43], [0.88, 0.32, 2.54], [1.75, 0.02, -0.97], [2.38, -0.90, 0.35], [2.14, 0.86, 0.58], [-1.39, 0.20, 1.12], [-0.97, 0.44, -0.63], [-0.17, 2.23, 1.70], [-1.38, 2.58, 0.46], [0.16, 2.64, -1.10], [-3.72, -1.32, 2.65], [-4.14, -2.41, 3.55], [-3.06, -1.84, 1.41], [-4.88, -0.49, 2.27], [-2.73, -0.53, 3.45], [-3.19, -1.70, -1.89], [-4.15, -2.86, -1.69], [-3.83, -3.62, -0.54], [-3.33, -0.72, -0.90], [-3.47, -1.23, -2.85], [-2.15, -2.03, -2.00], [-4.17, -3.57, -2.52], [-5.16, -2.45, -1.59], [-3.76, -3.06, 0.25], [-3.21, -1.07, 0.03], [-2.51, -4.92, 2.87], [-1.02, -4.90, 2.59], [-0.34, -3.64, 2.76], [-2.75, -4.92, 4.29], [-2.90, -5.89, 2.57], [-3.11, -4.13, 2.43], [-0.85, -5.23, 1.56], [-0.53, -5.58, 3.30], [-0.81, -3.15, 3.44], [-2.48, -4.06, 4.63], [-3.81, 2.74, 2.97], [-2.56, 2.89, 3.80], [-1.64, 1.83, 3.58], [-4.70, 1.81, 3.57], [-3.51, 2.34, 2.00], [-4.27, 3.74, 2.91], [-2.76, 3.05, 4.88], [-1.96, 3.80, 3.63], [-2.02, 0.92, 3.72], [-4.81, 1.10, 2.90], [0.76, -3.41, -4.11], [0.81, -4.74, -3.39], [-0.48, -5.36, -3.44], [-0.22, -2.52, -3.61], [0.70, -3.58, -5.20], [1.74, -2.92, -4.03], [1.02, -4.73, -2.32], [1.56, -5.35, -3.90], [-1.04, -4.90, -2.80], [-1.02, -2.87, -4.01], [4.01, -1.89, -1.52], [4.42, -2.91, -2.03], [3.91, -4.13, -1.71], [5.40, -2.92, -3.18], [3.29, -4.15, -0.91], [3.97, -4.94, -2.30], [6.27, -3.54, -2.96], [5.74, -1.90, -3.35], [4.98, -3.30, -4.12], [-4.02, 1.62, -3.59], [-3.84, 2.48, -2.73], [-3.59, 2.09, -1.47], [-4.04, 3.94, -3.01], [-3.60, 1.08, -1.33], [-3.50, 2.63, -0.62], [-3.38, 4.58, -2.43], [-5.05, 4.22, -2.71], [-3.92, 4.17, -4.07], [-0.03, 2.54, -2.90], [-0.01, 1.43, -3.44], [-1.04, 0.58, -3.36], [1.12, 1.04, -4.36], [-1.01, -0.33, -3.80], [-1.94, 0.89, -3.01], [0.75, 0.92, -5.38], [1.66, 0.15, -4.01], [1.86, 1.84, -4.43], [3.13, 3.43, 4.17], [1.94, 3.23, 3.98], [1.18, 2.36, 4.70], [1.15, 4.08, 3.00], [1.56, 1.88, 5.49], [0.28, 2.09, 4.33], [1.61, 4.01, 2.01], [1.24, 5.09, 3.41], [0.10, 3.79, 2.98], [4.49, 2.86, -4.19], [4.32, 2.13, -3.23], [4.78, 0.84, -3.25], [3.55, 2.52, -1.99], [4.59, 0.19, -2.51], [5.20, 0.54, -4.12], [2.54, 2.11, -1.99], [3.49, 3.61, -1.98], [4.15, 2.22, -1.13], [4.07, -0.26, 2.45], [4.94, -1.10, 2.57], [6.18, -0.75, 3.04], [4.76, -2.54, 2.18], [6.25, 0.14, 3.50], [6.83, -1.46, 3.31], [5.68, -2.92, 1.72], [3.88, -2.66, 1.55], [4.58, -3.11, 3.10], [-2.80, 4.79, 0.70], [-1.77, 5.43, 0.80], [-1.34, 5.88, 2.02], [-0.78, 5.53, -0.34], [-0.47, 6.39, 1.93], [-2.03, 6.18, 2.69], [0.11, 4.99, -0.01], [-0.53, 6.55, -0.62], [-1.17, 5.00, -1.21]],
  "mulliken_charge": [-0.361, 1.187, -0.158, -0.206, 3.009, 0.032, -0.509, -0.095, 0.292, 0.116, 0.120, -0.244, 0.155, -0.158, -0.019, 0.395, -1.315, -0.912, -0.240, -0.298, 0.126, 1.571, -0.863, -0.798, -0.989, -1.026, 0.517, -0.816, -0.625, -0.523, 0.412, -0.395, 0.404, 0.288, 0.277, 0.339, -0.331, -0.466, -0.382, -0.569, 0.375, 0.129, 0.334, 0.281, 0.236, 0.375, -0.008, -0.371, -0.441, -0.640, -0.050, 0.344, 0.396, 0.061, 0.427, 0.416, -0.431, -0.142, -0.587, -0.466, 0.361, 0.065, 0.081, 0.370, 0.299, 0.318, -0.400, 0.643, -0.338, -1.310, 0.206, 0.219, 0.396, 0.260, 0.344, -0.671, 1.039, 0.123, -1.203, 0.091, 0.003, 0.184, 0.345, 0.352, -0.773, 1.123, 0.136, -1.471, -0.052, -0.264, 0.506, 0.174, 0.432, -0.716, 0.172, -0.126, 0.206, 0.239, 0.114, 0.013, 0.541, -0.316, -0.664, 0.352, -0.262, -0.585, 0.165, 0.201, -0.011, 0.368, 0.449, -0.478, 0.629, -0.458, -0.825, 0.274, 0.184, 0.349, -0.019, 0.379, -0.577, 0.595, -0.279, -0.720, 0.211, 0.264, 0.104, 0.525, -0.068],
  "max_force_ev_per_a": 3.08,
  "gap_ev": 6.3,
  "homo_energy_ev": -5.03,
  "total_charge": -1,
  "spin_multiplicity": 1,
  "energy_ev": -92894.5495
}

***

No. 2
{
  "formula": "C27H76F6N6O11P",
  "method": "wB97M-V/def2-TZVPD",
  "species": ["P", "F", "F", "F", "F", "F", "F", "C", "O", "N", "N", "H", "H", "H", "H", "C", "O", "N", "N", "H", "H", "H", "H", "C", "O", "N", "N", "H", "H", "H", "H", "C", "C", "C", "O", "H", "H", "H", "H", "H", "H", "H", "H", "C", "C", "C", "O", "H", "H", "H", "H", "H", "H", "H", "H", "C", "C", "C", "O", "H", "H", "H", "H", "H", "H", "H", "H", "C", "C", "C", "O", "H", "H", "H", "H", "H", "H", "H", "H", "C", "C", "C", "O", "H", "H", "H", "H", "H", "H", "H", "H", "C", "C", "C", "O", "H", "H", "H", "H", "H", "H", "H", "H", "C", "C", "C", "O", "H", "H", "H", "H", "H", "H", "H", "H", "C", "C", "C", "O", "H", "H", "H", "H", "H", "H", "H", "H"],
  "positions_angstrom": [[0.49, 0.36, -0.21], [0.38, 0.93, -1.70], [1.10, 1.83, 0.29], [-1.02, 0.87, 0.10], [0.67, -0.10, 1.32], [0.07, -1.18, -0.55], [2.01, -0.09, -0.54], [2.57, 1.15, -5.05], [3.24, 1.77, -5.88], [3.00, 0.99, -3.77], [1.36, 0.62, -5.35], [3.94, 1.29, -3.59], [2.48, 0.56, -3.04], [0.91, 0.86, -6.21], [0.86, -0.02, -4.72], [-1.06, 4.99, 0.31], [-1.12, 6.11, 0.82], [-2.11, 4.17, 0.04], [0.14, 4.40, 0.03], [-3.04, 4.54, 0.12], [-1.97, 3.21, -0.21], [0.94, 4.98, 0.25], [0.29, 3.41, 0.22], [-4.57, -0.76, 1.04], [-4.87, -1.57, 0.17], [-3.34, -0.73, 1.64], [-5.42, 0.19, 1.54], [-3.04, 0.02, 2.23], [-2.64, -1.38, 1.34], [-6.35, 0.37, 1.20], [-4.97, 0.86, 2.14], [-2.33, 2.70, 2.83], [-3.66, 2.99, 3.52], [-4.65, 3.73, 2.62], [-4.32, 1.76, 3.88], [-2.42, 2.40, 1.79], [-1.80, 1.86, 3.29], [-1.81, 3.66, 2.82], [-3.49, 3.56, 4.44], [-5.52, 3.95, 3.24], [-4.97, 3.11, 1.77], [-4.29, 4.62, 2.11], [-3.59, 1.27, 4.29], [-2.35, -3.20, -1.49], [-2.92, -2.83, -2.85], [-2.70, -3.85, -3.93], [-4.31, -2.67, -2.71], [-1.36, -3.62, -1.66], [-2.93, -3.95, -0.95], [-2.34, -2.36, -0.80], [-2.35, -1.94, -3.17], [-1.64, -4.09, -4.08], [-3.08, -3.46, -4.88], [-3.15, -4.83, -3.78], [-4.52, -1.94, -2.11], [-0.02, -2.83, 2.14], [-0.50, -4.04, 2.94], [-1.62, -4.81, 2.28], [0.63, -4.92, 2.98], [-0.87, -2.14, 2.04], [0.35, -3.10, 1.16], [0.72, -2.27, 2.70], [-0.82, -3.78, 3.96], [-1.40, -5.14, 1.26], [-2.48, -4.17, 2.02], [-1.95, -5.66, 2.87], [1.36, -4.39, 3.31], [1.17, -2.94, -5.12], [1.08, -2.70, -3.64], [2.47, -2.68, -3.00], [0.49, -1.39, -3.48], [1.56, -3.93, -5.37], [1.73, -2.14, -5.59], [0.18, -2.84, -5.58], [0.45, -3.39, -3.09], [3.12, -1.86, -3.30], [2.98, -3.63, -3.23], [2.43, -2.71, -1.91], [0.40, -1.21, -2.53], [-1.86, 2.07, -3.97], [-2.61, 0.74, -3.96], [-4.13, 0.83, -4.23], [-2.07, -0.17, -4.88], [-1.97, 2.66, -3.06], [-2.16, 2.71, -4.81], [-0.81, 1.82, -4.07], [-2.60, 0.25, -2.98], [-4.29, 1.52, -5.08], [-4.74, 1.21, -3.41], [-4.57, -0.14, -4.45], [-1.31, -0.65, -4.54], [3.79, 3.61, -0.15], [3.53, 3.96, 1.27], [4.78, 4.21, 2.14], [2.63, 5.09, 1.42], [4.58, 4.22, -0.60], [2.91, 3.85, -0.75], [3.89, 2.54, -0.34], [2.93, 3.17, 1.74], [5.24, 3.23, 2.29], [4.54, 4.72, 3.07], [5.43, 4.83, 1.52], [3.18, 5.87, 1.28], [2.45, -0.59, 4.75], [1.17, -0.14, 5.46], [1.13, 1.36, 5.69], [0.10, -0.49, 4.55], [3.29, 0.08, 4.97], [2.41, -0.49, 3.66], [2.76, -1.62, 4.92], [1.02, -0.75, 6.35], [0.10, 1.74, 5.67], [1.62, 1.99, 4.95], [1.53, 1.70, 6.65], [0.35, -0.11, 3.70], [4.87, -2.74, 2.27], [4.17, -1.84, 1.27], [4.93, -1.91, -0.06], [2.83, -2.28, 1.13], [5.88, -2.32, 2.40], [4.99, -3.77, 1.95], [4.38, -2.71, 3.25], [4.15, -0.81, 1.65], [4.71, -2.88, -0.50], [5.99, -1.68, 0.03], [4.58, -1.17, -0.79], [2.37, -1.58, 0.63]],
  "mulliken_charge": [1.878, -0.234, -0.819, -0.489, -0.277, -0.331, -0.579, 0.434, -0.761, -0.092, -0.032, 0.189, 0.004, 0.220, -0.172, 0.484, -0.736, -0.165, -0.180, 0.178, -0.021, 0.286, 0.236, 0.576, -0.702, -0.049, -0.327, 0.283, -0.189, 0.214, 0.131, -0.294, 0.450, -1.451, -0.634, -0.157, -0.012, 0.519, 0.396, 0.350, 0.340, 0.325, 0.309, -0.835, 1.998, -1.730, -0.658, 0.276, 0.381, -0.181, -0.714, 0.253, 0.375, 0.411, 0.392, 1.011, 0.605, -1.487, -0.624, -1.037, 0.254, -0.356, 0.175, 0.321, 0.302, 0.400, 0.351, -1.962, 1.166, -1.321, 1.036, 0.447, 0.475, 0.387, 0.106, 0.220, 0.517, 0.180, -0.741, -0.889, 1.704, -1.683, -0.678, 0.101, 0.397, 0.159, -0.335, 0.389, 0.344, 0.379, -0.052, -1.153, 1.037, -1.476, -0.565, 0.393, 0.301, 0.179, -0.125, 0.366, 0.368, 0.396, 0.292, -1.071, 0.506, -1.280, -0.533, 0.439, 0.134, 0.302, 0.380, 0.300, 0.198, 0.397, 0.064, -1.579, 1.012, -1.354, -0.358, 0.431, 0.370, 0.257, 0.172, 0.283, 0.507, 0.172, -0.087],
  "max_force_ev_per_a": 2.25,
  "gap_ev": 9.3,
  "homo_energy_ev": -7.15,
  "total_charge": -1,
  "spin_multiplicity": 1,
  "energy_ev": -86301.0905
}

***

No. 3
{
  "formula": "C27H78N6O9",
  "method": "wB97M-V/def2-TZVPD",
  "species": ["C", "O", "C", "C", "C", "N", "H", "H", "H", "H", "H", "H", "H", "H", "H", "H", "H", "C", "O", "C", "C", "C", "N", "H", "H", "H", "H", "H", "H", "H", "H", "H", "H", "H", "C", "O", "C", "C", "C", "N", "H", "H", "H", "H", "H", "H", "H", "H", "H", "H", "H", "C", "O", "C", "C", "C", "N", "H", "H", "H", "H", "H", "H", "H", "H", "H", "H", "H", "C", "O", "C", "C", "C", "N", "H", "H", "H", "H", "H", "H", "H", "H", "H", "H", "H", "C", "O", "C", "C", "C", "N", "H", "H", "H", "H", "H", "H", "H", "H", "H", "H", "H", "C", "O", "H", "H", "H", "H", "C", "O", "H", "H", "H", "H", "C", "O", "H", "H", "H", "H"],
  "positions_angstrom": [[-2.92, 3.54, -0.96], [-1.64, 3.45, -1.49], [-1.29, 4.44, -2.44], [0.25, 4.56, -2.68], [0.54, 5.86, -3.40], [0.89, 3.42, -3.40], [-3.67, 3.20, -1.68], [-3.09, 4.59, -0.73], [-2.89, 2.92, -0.06], [-1.77, 4.24, -3.40], [-1.57, 5.43, -2.08], [0.75, 4.59, -1.71], [1.57, 6.06, -3.68], [0.37, 6.76, -2.82], [-0.03, 5.91, -4.33], [0.67, 2.61, -2.83], [1.89, 3.46, -3.50], [4.38, 7.10, 0.26], [4.45, 5.66, 0.35], [5.36, 5.04, -0.52], [5.58, 3.50, -0.33], [5.88, 3.07, 1.11], [6.58, 2.91, -1.16], [3.85, 7.39, -0.64], [5.37, 7.55, 0.19], [3.79, 7.60, 1.03], [4.98, 5.33, -1.50], [6.31, 5.56, -0.37], [4.66, 3.01, -0.66], [6.65, 3.68, 1.59], [6.03, 2.00, 1.19], [5.03, 3.23, 1.76], [6.41, 1.92, -1.06], [6.31, 3.07, -2.12], [-3.36, -6.48, 0.19], [-2.88, -5.85, 1.37], [-1.57, -5.24, 1.25], [-0.47, -6.32, 1.08], [-0.24, -7.36, 2.24], [0.81, -5.70, 0.93], [-4.31, -6.99, 0.36], [-2.66, -7.23, -0.19], [-3.65, -5.82, -0.63], [-1.57, -4.57, 0.39], [-1.37, -4.61, 2.12], [-0.65, -6.88, 0.16], [0.47, -8.15, 2.01], [-1.19, -7.81, 2.55], [0.04, -6.80, 3.14], [1.00, -5.04, 1.67], [1.57, -6.35, 1.01], [6.92, -2.83, -2.26], [6.00, -1.76, -2.07], [4.60, -2.13, -1.82], [3.96, -2.91, -2.95], [3.91, -2.24, -4.26], [2.60, -3.24, -2.60], [7.96, -2.53, -2.36], [6.71, -3.49, -3.11], [7.10, -3.45, -1.38], [4.54, -2.66, -0.88], [4.06, -1.19, -1.73], [4.55, -3.83, -3.00], [4.89, -1.84, -4.53], [3.19, -1.43, -4.15], [3.63, -2.91, -5.08], [2.63, -3.78, -1.75], [2.19, -2.38, -2.24], [-0.62, 4.40, 4.23], [-1.84, 4.21, 4.91], [-1.81, 4.64, 6.23], [-3.26, 4.68, 6.88], [-4.25, 5.63, 6.16], [-3.34, 5.10, 8.25], [0.00, 3.53, 4.45], [-0.21, 5.37, 4.54], [-0.70, 4.51, 3.14], [-1.18, 3.94, 6.79], [-1.46, 5.66, 6.41], [-3.62, 3.66, 6.78], [-4.28, 5.51, 5.07], [-3.99, 6.67, 6.38], [-5.29, 5.59, 6.50], [-4.30, 4.94, 8.54], [-2.84, 4.54, 8.92], [-4.15, -1.98, -4.96], [-4.58, -1.85, -6.30], [-5.64, -2.70, -6.60], [-5.32, -4.14, -6.31], [-4.14, -4.62, -7.21], [-6.43, -4.97, -6.81], [-3.22, -2.54, -5.02], [-4.86, -2.44, -4.28], [-3.83, -1.05, -4.47], [-6.45, -2.38, -5.94], [-5.84, -2.53, -7.66], [-5.22, -4.36, -5.25], [-3.25, -4.08, -6.90], [-4.18, -4.54, -8.30], [-3.88, -5.65, -6.95], [-6.08, -5.90, -7.00], [-6.62, -4.58, -7.72], [-4.30, -0.71, 5.66], [-5.68, -0.95, 5.63], [-3.90, -0.26, 6.57], [-3.81, -1.68, 5.54], [-3.98, -0.03, 4.88], [-6.11, -0.29, 6.18], [0.54, -0.24, 0.75], [-0.05, -0.09, -0.57], [1.13, -1.14, 0.90], [1.27, 0.57, 0.82], [-0.20, -0.15, 1.54], [-0.62, 0.67, -0.49], [1.97, -3.02, 5.99], [2.60, -3.19, 4.70], [2.52, -2.41, 6.71], [0.96, -2.61, 5.93], [1.82, -4.03, 6.38], [3.41, -3.62, 4.96]],
  "mulliken_charge": [-0.719, -0.167, -0.837, 0.730, -1.535, -0.772, 0.295, 0.333, 0.197, 0.332, 0.375, 0.177, 0.394, 0.396, 0.319, 0.252, 0.235, -0.744, -0.283, -0.766, 0.576, -1.321, -0.787, 0.288, 0.301, 0.275, 0.334, 0.363, 0.213, 0.300, 0.365, 0.330, 0.278, 0.280, -0.676, -0.365, -0.645, 0.457, -1.332, -0.605, 0.284, 0.280, 0.269, 0.360, 0.355, 0.102, 0.403, 0.326, 0.317, 0.230, 0.248, -0.810, -0.347, -0.758, 0.467, -1.329, -0.719, 0.286, 0.299, 0.330, 0.425, 0.328, 0.410, 0.328, 0.304, 0.332, 0.194, 0.249, -0.660, -0.284, -0.743, 0.603, -1.397, -0.747, 0.273, 0.313, 0.200, 0.329, 0.383, 0.161, 0.311, 0.383, 0.373, 0.265, 0.236, -0.734, -0.402, -0.704, 0.381, -1.302, -0.737, 0.250, 0.311, 0.265, 0.431, 0.409, 0.205, 0.306, 0.314, 0.429, 0.287, 0.292, -0.468, -0.503, 0.232, 0.211, 0.228, 0.300, -0.618, -0.432, 0.235, 0.290, 0.279, 0.239, -0.555, -0.475, 0.267, 0.209, 0.260, 0.295],
  "max_force_ev_per_a": 3.50,
  "gap_ev": 9.2,
  "homo_energy_ev": -8.99,
  "smiles": "COC[C@H](C)N.COC[C@H](C)N.COC[C@H](C)N.COC[C@H](C)N.COC[C@H](C)N.COC[C@H](C)N.CO.CO.CO",
  "total_charge": 0,
  "spin_multiplicity": 1,
  "energy_ev": -56623.7720
}